Record 1
Below is a 2-piece molecular cluster, CBrF2I overall in a non-equilibrium geometry, with properties calculated with wB97M-V/def2-TZVPD.

Geometry as XYZ:
```
5
Properties=species:S:1:pos:R:3:forces:R:3
C 0.64132 -0.05091 -0.01985 -1.17 -0.44 -0.14
F 1.03401 -0.72040 1.03644 0.36 0.05 0.22
F 1.24691 -0.47702 -1.10123 0.38 0.07 -0.14
Br -3.19189 -0.72056 -0.08509 0.22 0.02 0.00
I 0.26966 1.96889 0.16972 0.21 0.30 0.06
```
Forces are in eV/Å.

Results
- lowest unoccupied orbital energy (spin up / spin down) (eV) = -0.64 / -3.58
- relative energy (zero: lowest compared OMol25 entry of this formula, charge and spin) (eV) = 2.612
- spin multiplicity = 1
- HOMO-LUMO gap (spin up / spin down) (eV) = 10.049 / 5.004
- E (eV) = -84611.7905

***

Record 2
Below is one molecule with the formula C3H7N3S in a non-equilibrium geometry, with properties calculated with wB97M-V/def2-TZVPD.

Geometry as XYZ:
```
14
Properties=species:S:1:pos:R:3:forces:R:3
H 2.96759 -1.56941 -0.34696 -2.22 1.04 0.84
N 1.94173 -1.57074 -0.03080 -1.39 0.93 -0.42
C 1.12580 -0.53949 -0.06032 3.79 0.34 -1.67
N 1.46414 0.75601 -0.48012 2.21 0.09 -0.28
C 1.03768 1.98989 0.34518 2.60 -0.07 -1.12
S -0.55075 -0.77251 0.29331 -2.19 -1.40 0.78
N -1.69139 0.48696 -0.26775 -1.98 -1.47 0.91
C -2.94049 0.04400 -0.16776 1.25 0.54 -0.83
H 2.52090 0.69296 -0.79720 -2.97 0.74 1.03
H 2.07941 2.60946 0.43572 -2.83 -1.30 0.22
H 0.67756 1.56689 1.30068 0.21 0.83 -0.30
H 0.26332 2.62719 -0.17474 0.89 -0.96 0.57
H -3.78104 0.86692 -0.32481 1.87 -1.97 0.23
H -3.25499 -1.10583 -0.03762 0.77 2.66 0.04
```
Forces are in eV/Å.

Results
- lowest unoccupied orbital energy (eV) = 0.50
- relative energy (zero: lowest compared OMol25 entry of this formula, charge and spin) (eV) = 3.770
- spin multiplicity = 1
- HOMO-LUMO gap (eV) = 9.126
- E (eV) = -18526.7004

***

Record 3
Below is a 2-piece molecular cluster, C7H9BrN4O overall in a non-equilibrium geometry, with properties calculated with wB97M-V/def2-TZVPD.

Geometry as XYZ:
```
22
Properties=species:S:1:pos:R:3:forces:R:3
Br -3.56445 -0.89681 -0.50751 -0.86 -0.61 -0.02
C -2.90358 0.68666 0.17785 1.20 1.12 -0.39
N -2.47133 0.70814 1.41658 0.55 0.61 1.32
C -1.78016 1.80092 1.78426 0.86 1.72 -0.21
C -1.41705 2.85120 0.89725 -1.65 -1.74 -1.00
C -1.93695 2.70140 -0.40667 -0.71 -1.14 2.04
N -2.73224 1.64971 -0.69295 0.60 1.21 -1.39
H -1.41848 1.97273 2.82057 -0.58 -0.95 -0.55
H -0.90894 3.76301 1.14241 0.40 -0.07 0.48
H -1.75575 3.46843 -1.13912 -0.19 -0.07 -0.48
O -0.91568 -1.57249 1.85260 0.62 0.21 -0.58
C -0.17816 -1.51013 0.72942 -1.82 0.82 -0.71
N -0.39232 -0.72244 -0.29896 0.07 -1.42 1.81
C 0.67302 -1.08198 -1.24139 1.08 0.74 1.23
C 1.22805 -2.41812 -0.77986 -2.54 -3.06 -0.92
N 0.77930 -2.43370 0.60678 0.59 1.26 -2.14
H -1.60424 -0.88944 1.75308 -0.27 0.23 0.33
H 1.46839 -0.36537 -0.95050 -0.13 0.29 -1.52
H 0.26270 -1.15571 -2.24620 0.64 0.65 -0.10
H 0.59243 -3.22651 -1.42484 1.46 1.20 1.51
H 2.26581 -2.72416 -0.82280 0.27 0.60 -0.46
H 1.05757 -3.07562 1.26071 0.38 -1.61 1.75
```
Forces are in eV/Å.

Results
- lowest unoccupied orbital energy (eV) = 0.32
- relative energy (zero: lowest compared OMol25 entry of this formula, charge and spin) (eV) = 0.000
- spin multiplicity = 1
- HOMO-LUMO gap (eV) = 8.397
- E (eV) = -85454.2255

***

Record 4
Below is one molecule with the formula C4H7ClNOP in a non-equilibrium geometry, with properties calculated with wB97M-V/def2-TZVPD.

Geometry as XYZ:
```
15
Properties=species:S:1:pos:R:3:forces:R:3
C -1.21922 0.58896 -1.63859 1.09 -2.64 0.76
P -1.30272 -0.45862 -0.13739 0.44 1.82 -0.04
C -1.59973 0.47203 1.42562 -0.08 -1.44 0.41
O -2.20449 -1.59131 -0.36532 0.93 -0.42 0.46
N 0.86328 -0.72374 0.01578 0.57 0.08 0.28
C 2.06802 -0.67305 0.29206 -3.87 -0.21 -0.96
C 3.38680 -0.62808 0.42364 1.51 -1.37 0.69
Cl 4.20269 0.74397 -0.37244 -0.25 -0.71 0.48
H -0.23229 0.90520 -1.61355 2.00 1.27 -0.02
H -1.15907 -0.17838 -2.40516 -0.53 -0.03 -0.36
H -1.86394 1.37961 -1.87948 -1.30 0.76 0.26
H -2.33190 1.30232 1.46602 0.85 -0.17 -0.73
H -2.04885 -0.26620 2.11722 0.28 0.01 -0.39
H -0.59403 0.63285 1.80042 -0.09 0.80 0.21
H 4.03545 -1.50556 0.87116 -1.55 2.25 -1.05
```
Forces are in eV/Å.

Results
- lowest unoccupied orbital energy (eV) = -0.27
- relative energy (zero: lowest compared OMol25 entry of this formula, charge and spin) (eV) = 2.732
- spin multiplicity = 1
- HOMO-LUMO gap (eV) = 7.393
- E (eV) = -29607.7244

***

Record 5
Below is an isolated ion of composition C4H8NO and charge +1 in a non-equilibrium geometry, with properties calculated with wB97M-V/def2-TZVPD.

Geometry as XYZ:
```
14
Properties=species:S:1:pos:R:3:forces:R:3
N 1.51755 -0.76232 0.54420 1.37 -0.11 -0.99
C 1.25968 0.58953 -0.05429 -1.02 2.17 -0.82
C -0.20504 0.71157 -0.02846 -1.37 -2.39 -0.65
C -1.37724 1.17444 -0.27411 0.65 -0.83 1.72
C -1.45651 -0.24436 0.14829 1.38 1.85 -4.70
O -1.74584 -1.15536 -0.92052 0.55 -0.79 1.23
H 1.55927 -1.54441 -0.16250 -0.74 0.87 0.85
H 0.74827 -0.81510 1.21499 0.00 -1.00 -0.03
H 2.41826 -0.79693 1.02336 0.03 0.06 0.18
H 1.47264 1.38609 0.69868 1.22 -0.71 -0.69
H 1.61261 0.82256 -1.13176 0.12 -0.81 2.10
H -1.92910 2.03003 -0.37336 -1.38 1.83 -0.78
H -1.76793 -0.58163 1.06492 -0.85 -0.74 2.04
H -2.10664 -0.81409 -1.74943 0.04 0.62 0.55
```
Forces are in eV/Å.

Results
- lowest unoccupied orbital energy (eV) = -3.86
- net charge = +1
- relative energy (zero: lowest compared OMol25 entry of this formula, charge and spin) (eV) = 3.239
- spin multiplicity = 1
- HOMO-LUMO gap (eV) = 9.661
- E (eV) = -7804.8642

***

Record 6
Below is C40H46IN14OSr as an isolated structure in a non-equilibrium geometry, with properties calculated with wB97M-V/def2-TZVPD.

Geometry as XYZ:
```
103
Properties=species:S:1:pos:R:3:forces:R:3
Sr 1.10749 0.10209 -0.98170 -8.43 0.65 4.79
C 2.35446 -1.18238 -2.76756 0.50 0.05 -0.35
N 3.02273 -0.14537 -1.94403 2.56 -0.27 -1.15
C 2.76591 1.26142 -2.34863 0.82 -0.01 -0.56
C 3.45114 -0.42582 -0.58681 0.85 0.33 -0.68
N 3.03983 0.39420 0.33143 0.82 -0.28 -0.58
C 3.94073 0.53474 1.41528 -0.12 0.26 -0.50
C 5.19103 0.93949 1.06460 0.97 0.24 0.10
C 6.23676 1.01675 2.01208 -0.27 -0.12 0.14
C 5.98743 0.60334 3.29037 -0.14 -0.02 -0.27
C 4.68011 0.18370 3.67001 0.51 0.03 0.34
C 4.46585 -0.28392 4.98951 -0.35 -0.05 0.05
C 3.20810 -0.65983 5.38121 0.19 0.18 -0.29
C 2.12958 -0.49584 4.48835 0.01 -0.07 0.19
C 2.28983 -0.01682 3.20770 -0.57 -0.16 -0.28
N 1.10463 0.20726 2.43439 -0.03 0.13 0.42
C 0.27585 1.03396 3.04114 0.03 -0.05 0.24
N 0.69930 2.11406 3.77734 -0.06 -0.02 0.03
C 1.97524 2.74653 3.51887 -0.03 0.09 0.03
C 0.11012 2.43668 5.06567 0.01 0.05 -0.05
N -1.09624 0.88241 3.02484 0.45 0.62 -0.64
C -1.90604 2.07345 2.71215 0.14 -0.12 0.10
C -1.60321 -0.34461 2.45457 -0.15 -0.51 0.40
C 3.61248 0.23891 2.74380 -0.29 -0.18 0.51
N 4.10283 -1.58679 -0.43297 0.36 -0.38 -0.02
C 5.19082 -1.97853 -1.32453 -0.09 -0.02 -0.09
C 4.11091 -2.24731 0.87086 -0.02 -0.04 -0.10
H 2.39633 -2.15159 -2.25937 0.07 0.29 -0.02
H 2.78153 -1.27461 -3.76297 0.13 0.11 0.02
H 1.27647 -0.91180 -2.92625 0.61 -0.41 -0.43
H 3.36312 1.53338 -3.21488 0.01 -0.04 -0.03
H 3.00622 1.93077 -1.50551 -0.11 -0.30 -0.35
H 1.69408 1.41014 -2.64592 0.86 0.20 -0.24
H 5.38862 1.18962 0.02791 0.02 0.02 0.02
H 7.21575 1.36785 1.71507 0.00 -0.02 0.00
H 6.77083 0.59329 4.03741 -0.01 0.00 -0.01
H 5.30949 -0.34598 5.66456 -0.02 0.00 0.01
H 3.03107 -1.05332 6.37367 -0.01 0.03 -0.01
H 1.12265 -0.72886 4.81628 0.03 -0.02 0.02
H 2.26335 2.59510 2.48021 -0.02 0.00 0.01
H 2.77286 2.36826 4.16725 -0.02 0.03 0.00
H 1.86781 3.81856 3.69521 0.00 0.01 0.01
H -0.74476 1.79575 5.25741 -0.02 -0.01 -0.01
H -0.20899 3.48133 5.10328 0.00 0.00 0.01
H 0.84893 2.27748 5.85676 0.03 -0.01 0.01
H -1.70606 2.88442 3.40518 0.03 0.01 0.02
H -2.95728 1.80838 2.79805 0.01 -0.01 0.01
H -1.71375 2.43175 1.69539 -0.01 -0.07 0.05
H -1.33974 -1.18044 3.10949 -0.04 0.01 -0.08
H -1.21465 -0.53203 1.46603 -0.01 -0.03 -0.27
H -2.68854 -0.27915 2.38679 0.08 -0.07 0.03
H 5.16621 -1.39522 -2.24156 -0.03 0.00 0.03
H 5.11172 -3.03618 -1.57323 -0.01 -0.02 0.02
H 6.14751 -1.80606 -0.82724 0.03 0.00 0.02
H 3.17968 -2.04454 1.39599 0.01 -0.01 -0.03
H 4.95149 -1.91959 1.48601 0.00 0.00 0.00
H 4.18857 -3.31994 0.69816 0.02 -0.01 -0.02
C -2.88773 4.89803 -1.91927 0.07 -0.01 0.01
N -1.62289 4.22380 -1.59916 0.09 0.35 -0.15
C -1.42242 3.08281 -0.94857 -0.11 -0.12 0.01
N -0.13381 2.77729 -0.94843 0.57 -0.05 -0.07
C 0.41512 3.82520 -1.62359 0.01 0.10 -0.01
N -0.44283 4.72373 -2.04319 -0.17 -0.20 0.08
C -3.99955 3.89653 -2.09404 -0.04 -0.02 0.00
C -5.18956 4.01963 -1.38833 -0.05 -0.04 0.00
C -6.16760 3.03628 -1.48608 0.04 0.01 -0.03
C -5.94567 1.90656 -2.25767 -0.02 0.06 0.02
C -4.76229 1.79310 -2.97843 -0.01 -0.19 -0.07
C -3.80895 2.79668 -2.91704 0.06 0.08 -0.04
C -4.38456 0.55225 -3.66581 -0.44 0.17 0.46
N -3.45661 0.38434 -4.52544 0.33 -0.46 -0.40
N -3.28823 -1.00458 -4.64602 0.21 0.55 -0.25
C -4.13270 -1.53288 -3.84655 -0.36 -0.26 0.27
O -4.90708 -0.61557 -3.20739 0.16 -0.01 -0.16
C -4.20829 -2.93726 -3.41913 -0.09 0.16 0.03
C -5.40407 -3.62740 -3.26316 0.00 -0.07 0.00
C -5.38112 -4.91905 -2.75767 0.08 0.04 -0.02
C -4.18047 -5.49321 -2.35277 -0.09 0.02 0.00
C -2.99223 -4.78868 -2.47776 -0.04 0.09 0.00
C -1.68817 -5.35011 -1.96930 0.13 -0.06 0.02
N -0.93747 -4.36869 -1.18900 -0.22 -0.13 0.18
C 0.05718 -3.57021 -1.55700 0.14 0.17 -0.01
N 0.37066 -2.73265 -0.57583 0.43 -0.09 -0.31
C -0.49832 -3.09916 0.40159 -0.09 -0.13 -0.14
N -1.30923 -4.07616 0.07747 0.10 0.01 -0.14
C -3.01204 -3.52531 -3.04390 0.10 -0.04 -0.06
H -2.69722 5.46175 -2.83119 0.03 0.00 0.00
H -3.12731 5.60555 -1.12629 0.01 0.02 0.00
H -2.21661 2.48126 -0.53850 0.04 0.02 -0.05
H 1.47116 3.93092 -1.81866 -0.01 0.02 0.03
H -5.35168 4.88128 -0.75187 0.01 -0.01 0.03
H -7.09128 3.13796 -0.93306 0.00 0.00 0.01
H -6.67382 1.10769 -2.28348 -0.02 0.00 -0.01
H -2.88912 2.66921 -3.47466 0.03 -0.03 0.04
H -6.34137 -3.16002 -3.53410 -0.01 0.00 -0.01
H -6.30355 -5.47367 -2.65594 -0.01 0.00 0.02
H -4.17730 -6.48752 -1.92280 -0.01 0.01 0.03
H -1.05061 -5.66895 -2.79585 0.05 0.01 0.05
H -1.86054 -6.20311 -1.31646 0.00 -0.03 -0.04
H 0.52480 -3.64261 -2.52635 -0.05 0.06 -0.04
H -0.53669 -2.62458 1.35601 0.03 0.15 0.35
H -2.10411 -2.94846 -3.16247 0.00 0.03 0.08
I -1.98197 -0.25059 -1.24993 -0.21 -0.21 -0.30
```
Forces are in eV/Å.

Results
- lowest unoccupied orbital energy (eV) = -2.11
- net charge = +1
- spin multiplicity = 1
- HOMO-LUMO gap (eV) = 7.840
- E (eV) = -74067.5886

***

Record 7
Below is a 2-piece molecular cluster, C8H21N2O4S overall, with properties calculated with wB97M-V/def2-TZVPD.

Geometry as XYZ:
```
36
Properties=species:S:1:pos:R:3:forces:R:3
C -0.45429 1.92133 2.24249 0.16 0.24 0.40
C -0.89255 1.55373 1.06343 -0.10 0.07 -0.19
N -1.63872 0.32101 0.83452 -0.18 0.11 -0.48
C -2.78245 0.55635 -0.17697 0.08 -0.05 0.03
N -3.80366 -0.39261 0.10773 -0.03 0.17 0.00
C -0.75994 -0.79913 0.34480 0.00 -0.66 -0.06
C 0.07807 -1.49576 1.43451 -0.15 0.26 -0.11
C 1.55366 -1.62878 1.03544 0.20 0.01 0.40
C 2.40976 -0.43413 1.49351 -0.32 -0.02 0.11
S 3.51164 0.15432 0.24707 0.29 -0.18 0.44
O 4.10363 1.36847 0.69867 -0.08 -0.04 -0.06
O 4.27053 -0.93295 -0.25936 -0.05 0.11 -0.22
O 2.42576 0.51080 -0.88182 -0.39 0.09 -0.22
H -0.64170 1.37106 3.15672 0.03 -0.08 -0.05
H 0.12018 2.83587 2.32360 -0.09 0.00 0.06
H -0.76676 2.15665 0.17134 0.11 -0.20 -0.09
H -2.10384 -0.00121 1.68433 0.11 0.08 0.13
H -2.33945 0.38464 -1.15806 -0.05 0.09 0.02
H -3.05819 1.60904 -0.08826 0.00 -0.05 0.14
H -4.48488 -0.04129 0.76910 -0.06 -0.01 -0.05
H -4.29435 -0.69415 -0.72252 0.08 -0.15 0.00
H -1.44938 -1.52113 -0.09676 0.02 0.08 -0.01
H -0.14287 -0.40285 -0.46328 -0.05 0.21 0.09
H -0.01192 -0.95342 2.38106 0.07 -0.04 0.00
H -0.34787 -2.48434 1.60920 0.01 0.05 0.00
H 1.62617 -1.73769 -0.04702 0.07 -0.21 0.05
H 1.96686 -2.52330 1.49961 -0.03 -0.06 -0.22
H 1.78684 0.42404 1.75404 0.09 0.04 0.07
H 3.03227 -0.66311 2.35862 -0.02 -0.01 -0.01
H 1.84490 1.19475 -0.51106 0.25 0.24 -0.25
C 0.00891 -0.08383 -4.07493 0.06 0.11 0.00
O 0.45161 0.90812 -3.14852 -0.27 -0.18 0.32
H -0.76163 0.37445 -4.68884 -0.01 0.01 -0.02
H 0.82254 -0.41366 -4.72248 -0.01 -0.01 -0.01
H -0.41699 -0.95426 -3.56704 -0.01 -0.03 -0.01
H 1.13813 0.51301 -2.60286 0.26 0.02 -0.19
```
Forces are in eV/Å.

Results
- lowest unoccupied orbital energy (eV) = -3.09
- net charge = +1
- spin multiplicity = 1
- HOMO-LUMO gap (eV) = 10.249
- E (eV) = -30633.9708

***

Record 8
Below is C3H4LiNiO4 as an isolated structure in a non-equilibrium geometry, with properties calculated with wB97M-V/def2-TZVPD.

Geometry as XYZ:
```
13
Properties=species:S:1:pos:R:3:forces:R:3
O 0.84698 1.96007 0.52800 1.67 2.37 1.06
C 1.49832 1.03873 -0.01201 -4.57 -5.47 -1.90
C -0.15176 -0.66649 -0.73507 1.80 -1.72 0.75
O 1.20590 0.65439 -1.19135 0.96 1.38 -1.09
O 1.73654 -0.07998 0.71722 1.61 0.97 2.11
C 0.80012 -1.10676 0.54656 -0.99 1.82 -0.47
H -0.34797 -1.72493 -0.97035 0.87 -1.55 -0.07
H -0.63972 -0.62525 -1.72597 -0.87 2.49 0.32
H 1.31605 -2.04133 0.31139 -0.16 0.19 -0.38
H 0.18962 -1.21605 1.44844 -0.12 -0.15 -0.17
O -1.83912 0.85569 0.16147 -0.12 0.69 0.64
Li -3.72104 0.55839 0.23597 -0.13 -0.24 -0.26
Ni -0.89394 2.39351 0.68571 0.06 -0.79 -0.55
```
Forces are in eV/Å.

Results
- lowest unoccupied orbital energy (spin up / spin down) (eV) = -10.02 / -11.97
- net charge = +2
- relative energy (zero: lowest compared OMol25 entry of this formula, charge and spin) (eV) = 6.761
- spin multiplicity = 4
- HOMO-LUMO gap (spin up / spin down) (eV) = 8.505 / 6.530
- E (eV) = -52586.8768